1.
C28H19F4GdN6O4 | ωB97M-V with the def2-TZVPD basis set

Structure (XYZ):
```
62
Properties=species:S:1:pos:R:3:mulliken_charge:R:1
Gd 0.5752 0.0307 1.0772 0.7691
C 2.3631 -0.0623 3.6803 -1.3580
C 1.2587 -1.1223 3.8519 0.9355
C -0.0752 -0.4553 4.2338 -1.5181
C 1.1234 -2.0085 2.6143 -0.0048
C 2.2343 -2.2912 1.7870 -0.3705
C 2.1340 -3.2161 0.7519 -0.4811
C 0.9504 -3.9018 0.4833 0.3127
C 0.8745 -4.8997 -0.6209 -1.7161
C -0.1418 -3.6458 1.3154 -0.9577
C -0.0703 -2.7146 2.3432 -0.2710
H 2.3102 0.6485 4.5033 0.5157
H 2.2951 0.5101 2.7128 0.3269
H 3.3487 -0.5207 3.7383 0.4491
H 1.5533 -1.7668 4.6916 0.5984
H -0.5979 -0.0049 3.3531 0.4290
H 0.0987 0.3274 4.9715 0.4456
H -0.7507 -1.1753 4.6908 0.4518
H 3.2187 -1.8915 2.0138 0.3150
H 3.0217 -3.4578 0.1827 0.6656
H 1.6513 -4.7378 -1.3646 0.3369
H -0.1000 -4.8815 -1.1034 0.4110
H 1.0081 -5.9073 -0.2256 0.4189
H -1.0526 -4.2133 1.1942 0.4955
H -0.9176 -2.6448 3.0137 0.3872
C 0.4159 3.2820 4.2543 -1.4201
C -0.2646 3.1168 2.9516 0.2821
N 0.0292 2.2009 2.0276 -0.0442
C -0.8098 2.4674 0.9488 0.5785
C -1.6306 3.5225 1.2669 -0.0930
N -1.2581 3.9095 2.5232 0.0293
C -2.8017 4.1859 0.5821 0.5141
O -3.1164 3.7510 -0.6079 -0.4750
O -3.3865 5.0442 1.1809 -0.5344
C -0.5352 1.7924 -0.3724 0.5598
O -1.4018 1.7223 -1.2286 -0.7688
O 0.6557 1.3264 -0.4545 -0.3451
H 1.3556 2.7365 4.2613 0.1990
H -0.2138 2.9411 5.0755 0.3220
H 0.6235 4.3374 4.4245 0.4899
H -1.6928 4.6886 3.0054 0.2596
H -2.5735 3.0146 -0.9867 0.4313
F 2.5563 -2.6268 -4.8542 -0.2891
C 3.1378 -2.1443 -3.7701 -0.3976
C 4.5086 -2.1605 -3.6857 0.3965
F 5.2138 -2.6345 -4.6928 -0.2617
C 5.2185 -1.6658 -2.5357 0.1663
C 4.3858 -1.0973 -1.5203 0.1976
C 3.0299 -1.1243 -1.6041 -0.4105
F 2.3724 -0.6036 -0.4935 0.2462
C 2.3024 -1.6762 -2.6995 1.0878
C 0.9070 -1.7996 -2.7072 0.9413
C 0.1705 -1.4925 -1.5703 0.6303
N -0.3751 -1.3232 -0.5579 -0.5240
C 0.1526 -2.2966 -3.8028 -0.6882
N -0.5058 -2.7102 -4.6415 -0.3714
F 4.9051 -0.5768 -0.4148 -0.2953
C 6.5961 -1.7696 -2.3786 1.0482
C 7.4383 -2.4979 -3.2461 -0.2974
N 8.1578 -3.1475 -3.8576 -0.3044
C 7.2678 -1.2635 -1.2415 -0.0504
N 7.8117 -0.8905 -0.3055 -0.3959
```

Computed properties:
HOMO energy (alpha / beta)   -14.8345 / -15.1135 eV
2S+1   8
Net charge   +2
Energy   -78161.5286 eV
Relative energy (zero: lowest compared OMol25 entry of this formula, charge and spin)   1.337 eV
Frontier orbital gap (alpha / beta)   5.34 / 6.36 eV

---

2.
C46H122FLiO16Zn | ωB97M-V with the def2-TZVPD basis set

Structure (XYZ):
```
187
Properties=species:S:1:pos:R:3:mulliken_charge:R:1
Li 18.7264 -1.7906 -8.3893 0.6530
Zn 20.1323 -1.3339 -5.3126 3.0704
F 20.7115 -3.2191 -4.8682 -0.3655
C 19.3126 0.8633 -8.8901 -1.4078
C 20.4558 0.4643 -7.9196 0.2010
O 20.1241 -0.7763 -7.3067 -1.0322
H 19.5038 1.7404 -9.5083 0.4452
H 18.4083 1.1980 -8.3819 0.2387
H 19.0815 -0.0222 -9.4821 0.2709
H 20.6937 1.2651 -7.2195 0.1134
H 21.2935 0.4031 -8.6144 0.2584
C 17.1123 -1.1271 -2.2299 -0.6384
C 17.7596 -0.2242 -3.3644 1.1960
O 18.3339 -0.9628 -4.4122 -0.5389
H 17.7550 -1.8327 -1.7033 -0.2067
H 16.2519 -1.6294 -2.6720 0.1195
H 16.5978 -0.5928 -1.4313 0.5017
H 18.5995 0.2972 -2.9052 -1.2707
H 16.9658 0.4844 -3.6008 -0.3466
C 14.5467 -3.0442 1.0821 -1.3850
C 15.9539 -2.9508 1.7142 1.2932
C 16.3172 -1.4756 2.1011 -1.3678
O 15.9523 -3.7167 2.9442 -0.6220
H 14.3782 -2.3274 0.2784 0.2339
H 13.7669 -2.7264 1.7742 0.4199
H 14.3247 -4.0424 0.7047 0.2987
H 16.6729 -3.4239 1.0454 -0.2200
H 15.7918 -1.0792 2.9699 0.4318
H 15.9585 -0.7826 1.3401 0.2368
H 17.3577 -1.2691 2.3515 0.3602
H 16.7404 -3.4873 3.4421 0.3387
C 11.0629 -3.1558 -3.5574 -1.3498
C 12.2766 -3.8712 -2.8441 1.6101
C 12.2395 -3.8531 -1.2802 -1.3124
O 12.4404 -5.1829 -3.3056 -0.6462
H 10.1581 -3.7399 -3.3891 0.3705
H 11.3569 -2.8313 -4.5555 0.2816
H 10.9373 -2.2743 -2.9287 0.3551
H 13.1953 -3.3698 -3.1485 -0.4743
H 12.7810 -4.6828 -0.8258 0.3431
H 11.3588 -3.8242 -0.6386 0.3276
H 12.7839 -2.9413 -1.0344 0.2558
H 13.0677 -5.5354 -2.6701 0.2272
C 12.7729 4.6872 -3.4296 -1.0728
C 11.5428 4.4839 -2.5053 0.8411
C 11.9429 4.0223 -1.1311 -1.3974
O 10.9294 5.7685 -2.4009 -0.5752
H 13.4661 3.8461 -3.4196 0.0979
H 13.3882 5.5452 -3.1585 0.3699
H 12.5425 4.7758 -4.4913 0.4393
H 10.9320 3.7137 -2.9763 -0.0401
H 12.7323 4.6213 -0.6770 0.3224
H 12.3238 3.0151 -1.2999 0.3214
H 11.1287 3.9484 -0.4102 0.3670
H 10.6288 5.9745 -3.2890 0.3322
C 16.6226 2.4407 -6.0140 -1.0983
C 16.5511 3.6546 -5.1390 1.0901
C 15.7518 4.8192 -5.7159 -1.6452
O 15.9830 3.2203 -3.8942 -0.4374
H 17.2073 1.6336 -5.5726 0.1110
H 17.0677 2.6422 -6.9883 0.3311
H 15.6411 2.0025 -6.1950 -0.1114
H 17.5231 4.0758 -4.8825 0.2222
H 15.5185 5.5671 -4.9580 0.3632
H 14.8336 4.4108 -6.1380 0.2714
H 16.3967 5.1785 -6.5178 0.4802
H 16.2450 2.3277 -3.6569 0.1605
C 15.2200 -2.5239 -5.9426 -0.7718
C 15.8762 -1.9369 -7.2288 0.0529
C 15.1508 -0.6889 -7.8238 -0.9882
O 17.1794 -1.5901 -7.0464 0.7741
H 15.1006 -1.7402 -5.1944 0.2177
H 15.9151 -3.2317 -5.4910 -0.1508
H 14.2096 -2.9158 -6.0597 0.6361
H 15.9056 -2.6022 -8.0917 0.4281
H 15.5679 -0.3032 -8.7540 0.2595
H 15.0883 0.1734 -7.1600 -0.2691
H 14.1130 -0.9372 -8.0461 0.5775
H 17.1746 -1.1614 -6.1875 -0.4518
C 20.5056 -5.9463 -7.4592 -1.3289
C 19.2236 -5.0504 -7.6469 0.2058
C 18.2780 -5.3345 -6.4483 -0.6665
O 19.6978 -3.7908 -7.5071 -0.4242
H 21.1175 -5.7201 -6.5860 0.1679
H 21.1409 -5.8679 -8.3415 0.3365
H 20.3115 -7.0166 -7.3882 0.4219
H 18.6472 -5.0585 -8.5720 0.4230
H 18.1708 -6.4038 -6.2659 0.5868
H 17.3424 -4.7928 -6.5876 0.0080
H 18.7189 -5.0883 -5.4823 -0.1470
H 20.3003 -3.7099 -6.7641 -0.0104
C 17.2202 -4.9184 -2.2929 -0.5717
C 15.9473 -5.5429 -2.7765 1.1517
C 16.1914 -6.7185 -3.6951 -1.0834
O 15.2122 -5.8732 -1.6742 -0.5560
H 17.7679 -4.5095 -3.1419 -0.1405
H 17.8595 -5.5648 -1.6916 0.5810
H 17.1498 -4.1064 -1.5691 -0.1578
H 15.3315 -4.8687 -3.3718 -0.3074
H 15.2797 -6.8545 -4.2770 0.3408
H 16.5701 -7.6060 -3.1882 0.3571
H 16.9538 -6.4073 -4.4093 0.0141
H 15.7397 -6.4699 -1.1383 0.4134
C 9.6046 0.2137 -6.1174 -1.3510
C 11.0703 0.7121 -6.3094 0.5791
C 11.4927 1.1435 -4.9715 -0.8696
O 11.8661 -0.4339 -6.5481 -0.4421
H 9.1041 0.2354 -7.0855 0.3634
H 8.9808 0.7142 -5.3768 0.3651
H 9.5918 -0.8429 -5.8499 0.2854
H 11.1175 1.5591 -6.9938 0.2874
H 10.8880 2.0083 -4.6985 0.2620
H 12.5208 1.5046 -4.9981 0.2380
H 11.3943 0.3395 -4.2421 0.0793
H 12.7591 -0.0822 -6.5653 0.1365
C 20.3342 5.7680 -2.1429 -1.0745
C 21.6866 6.4079 -2.4624 0.5026
C 22.8810 5.5261 -2.1051 -0.9932
O 21.7333 6.6435 -3.8307 -0.5700
H 20.1630 5.7714 -1.0664 0.0226
H 20.2868 4.7583 -2.5506 0.2473
H 19.5176 6.3295 -2.5968 0.5409
H 21.6790 7.3556 -1.9240 0.3107
H 23.2774 4.9844 -2.9639 0.3051
H 22.4875 4.7404 -1.4602 0.1165
H 23.6234 6.1605 -1.6210 0.2982
H 21.0097 7.2442 -4.0237 0.3148
C 21.2933 1.5463 -2.8249 -1.2323
C 21.4227 1.0085 -4.2381 1.0566
C 22.6841 1.5795 -5.0610 -1.6044
O 21.6360 -0.3961 -4.3081 -0.9704
H 20.7164 0.9497 -2.1183 -0.0159
H 20.9039 2.5557 -2.9576 0.1290
H 22.2569 1.5919 -2.3175 0.5457
H 20.4763 1.2214 -4.7352 0.3399
H 22.7731 1.0225 -5.9938 0.3646
H 23.6553 1.4705 -4.5783 0.2320
H 22.5149 2.6268 -5.3109 0.4392
H 22.3583 -0.4824 -3.6817 -0.0324
C 24.9550 -0.7016 -3.4486 -1.4503
C 24.5087 -1.8001 -2.4429 0.4989
C 24.8361 -1.1976 -0.9953 -1.3951
O 23.0775 -1.7521 -2.5048 -0.4256
H 26.0420 -0.7572 -3.5074 0.5640
H 24.7715 0.3061 -3.0758 0.2478
H 24.7316 -0.9912 -4.4754 0.3137
H 24.8654 -2.7997 -2.6912 0.5065
H 24.3801 -1.9911 -0.4034 0.3143
H 24.2617 -0.3021 -0.7583 0.2490
H 25.9002 -1.0724 -0.7945 0.4272
H 22.7550 -2.6490 -2.6199 0.2780
C 21.2893 -5.2198 -1.1345 -1.0226
C 21.8767 -5.5721 -2.5100 0.4655
C 20.7364 -6.1585 -3.3536 -0.9541
O 22.2660 -4.3737 -3.0519 -0.4610
H 20.4638 -4.5131 -1.2199 0.0645
H 22.0509 -4.6205 -0.6356 0.2647
H 20.9037 -6.0072 -0.4868 0.4769
H 22.7585 -6.2095 -2.4451 0.3637
H 20.3151 -6.9863 -2.7832 0.4868
H 20.9867 -6.4694 -4.3679 0.2229
H 19.9435 -5.4302 -3.5240 -0.1170
H 21.5492 -4.0533 -3.6043 0.0351
C 19.1843 4.0843 1.3695 -1.5935
C 19.1805 2.7957 0.5422 0.8480
C 18.1058 2.6653 -0.5606 -0.8484
O 20.4970 2.5948 0.0563 -0.4122
H 18.1967 4.3261 1.7624 0.4387
H 19.3667 4.9520 0.7355 0.3236
H 20.0038 4.1322 2.0865 0.3165
H 19.0784 2.0793 1.3573 0.2095
H 17.9166 3.5238 -1.2049 0.3406
H 17.2101 2.3646 -0.0170 0.5059
H 18.1423 1.7959 -1.2170 -0.2231
H 20.6595 3.3168 -0.5552 0.0191
C 19.6167 -1.6563 0.7106 -0.1694
C 20.9005 -1.8295 1.4758 0.3887
C 22.0202 -0.7687 1.1542 -0.7568
O 20.7123 -1.7812 2.8546 -0.6102
H 19.0586 -2.5920 0.7442 0.2067
H 19.8079 -1.5455 -0.3567 -0.0537
H 18.9766 -0.8244 1.0043 0.0393
H 21.2703 -2.8048 1.1595 0.0783
H 22.1887 -0.6681 0.0820 -0.1964
H 22.9635 -1.0692 1.6103 0.3552
H 21.8223 0.2540 1.4752 0.2991
H 21.1458 -2.5241 3.2810 0.3957
```

Computed properties:
HOMO energy   -8.5864 eV
Energy   -133779.3632 eV
Relative energy (zero: lowest compared OMol25 entry of this formula, charge and spin)   0.000 eV
Frontier orbital gap   8.23 eV

---

3.
CH3P3 | ωB97M-V with the def2-TZVPD basis set

Structure (XYZ):
```
7
Properties=species:S:1:pos:R:3:nbo_charge:R:1
C -0.1644 -0.7874 -1.0718 -1.0620
P -2.0946 -0.6976 -1.4724 0.3619
P -2.9850 0.6677 0.0826 -0.1921
P -0.6377 0.0914 0.3680 0.6779
H 0.3231 -1.7055 -1.2042 0.2425
H 0.2346 1.2699 0.4590 -0.0160
H -0.4211 -0.3353 1.6713 -0.0122
```

Computed properties:
HOMO energy (alpha / beta)   -7.9660 / -7.9662 eV
Energy   -28947.7324 eV
SMILES   C1=P2=P[PH2]12
Relative energy (zero: lowest compared OMol25 entry of this formula, charge and spin)   1.831 eV
Frontier orbital gap (alpha / beta)   7.17 / 7.17 eV